The following is a quantum chemistry calculation of C46H70GeN7P3SeV as an isolated structure, from the OMol25 dataset.

The geometry in XYZ format:
```
129
Properties=species:S:1:pos:R:3:forces:R:3
V 0.083 0.204 0.024 0.0483 0.0463 0.4466
C -4.777 0.976 1.522 0.0310 0.0248 0.0475
C -3.607 0.927 0.533 -0.0362 0.0476 0.0597
C -3.980 0.025 -0.640 0.0393 -0.0085 -0.0378
P -1.999 0.520 1.359 -0.0892 -0.0357 0.0464
C -2.366 -0.957 2.374 -0.0057 -0.0322 -0.0547
N -1.169 -1.351 3.074 0.0391 0.1031 -0.0454
Ge 0.551 -0.818 2.434 0.0470 0.0095 -0.0433
N 1.681 -2.354 2.227 -0.0710 0.0759 -0.0248
C 1.990 -2.840 0.907 0.0304 -0.0003 -0.0179
P 0.720 -2.225 -0.255 0.0545 -0.1112 -0.0015
C -0.669 -3.415 0.020 0.0017 -0.0870 0.0351
C -1.941 -3.030 -0.726 -0.0353 0.0199 -0.0313
C -0.346 -4.886 -0.248 0.0245 0.0278 -0.0139
C 1.498 -2.455 -1.914 0.0123 -0.0301 0.0064
C 2.362 -1.223 -2.201 0.0035 0.0577 -0.0212
C 2.340 -3.722 -2.072 0.0345 0.0015 0.0294
C 2.595 -2.638 3.233 -0.0961 0.0500 0.1057
C 3.840 -3.235 3.048 -0.0151 -0.0024 -0.0300
C 4.702 -3.386 4.129 0.0487 -0.0192 -0.0009
C 4.351 -2.945 5.393 0.0176 -0.0042 0.0580
C 3.096 -2.379 5.595 -0.0349 0.0154 -0.0546
C 2.228 -2.254 4.531 0.1012 -0.0428 -0.0030
N 0.893 -1.744 4.636 -0.0103 0.1000 -0.1083
C -0.142 -2.733 4.703 -0.0614 -0.0909 0.0303
C -0.073 -3.866 5.486 -0.0168 0.0323 -0.0247
C -1.148 -4.749 5.514 0.0372 -0.0324 0.0465
C -2.274 -4.472 4.760 -0.0520 -0.0403 0.0021
C -2.337 -3.346 3.946 -0.0254 0.0054 -0.0119
C -1.255 -2.470 3.892 0.1529 0.0370 0.0485
C 0.727 -0.583 5.458 -0.0338 0.0280 0.1367
C 0.268 -0.622 6.758 0.0108 0.0135 -0.0846
C 0.193 0.556 7.497 -0.0112 -0.0436 0.0452
C 0.599 1.744 6.919 -0.0189 0.0422 0.0509
C 1.033 1.792 5.599 -0.0040 0.0721 0.0114
C 1.073 0.627 4.837 -0.0023 -0.1592 -0.1172
N 1.398 0.559 3.484 -0.0656 -0.0916 -0.0948
C 1.825 1.796 2.880 0.0249 0.0789 -0.0130
P 2.027 1.678 1.056 -0.0931 -0.0633 0.0245
C 3.797 1.193 0.805 0.0471 0.0692 -0.0556
C 4.852 2.226 1.201 -0.0304 0.0383 -0.0105
C 4.066 -0.102 1.563 0.0353 0.0026 0.0353
C 1.865 3.444 0.512 -0.0101 0.0076 -0.0101
C 2.476 4.524 1.407 0.0175 -0.0104 0.0540
C 2.341 3.581 -0.938 -0.0436 -0.0549 0.0071
C -1.732 1.896 2.588 0.0829 -0.0268 0.0791
C -2.142 3.269 2.055 0.0088 0.0484 -0.0497
C -2.297 1.652 3.988 -0.0549 -0.0012 0.0320
H -5.644 1.429 1.039 -0.0027 -0.0101 -0.0249
H -4.564 1.547 2.424 -0.0261 0.0075 -0.0874
H -5.066 -0.033 1.822 0.0091 0.0029 0.0167
H -3.434 1.934 0.140 0.0152 -0.0018 0.0038
H -4.187 -0.994 -0.307 0.0124 -0.0042 0.0056
H -3.212 -0.008 -1.410 0.0153 -0.0080 0.0093
H -4.897 0.403 -1.095 -0.0037 -0.0026 -0.0055
H -2.753 -1.730 1.692 0.0169 0.0047 0.0016
H -3.167 -0.733 3.087 -0.0062 0.0178 -0.0258
H 2.022 -3.934 0.898 -0.0149 0.0209 -0.0271
H 2.970 -2.509 0.531 -0.0135 0.0033 0.0070
H -0.843 -3.299 1.099 0.0079 0.0227 -0.0079
H -1.821 -3.136 -1.807 0.0140 0.0035 0.0011
H -2.239 -2.004 -0.534 0.0000 0.0033 0.0079
H -2.752 -3.694 -0.417 -0.0060 0.0021 -0.0090
H -0.270 -5.076 -1.319 0.0092 -0.0105 -0.0131
H -1.164 -5.500 0.131 -0.0052 0.0119 0.0149
H 0.568 -5.229 0.236 -0.0080 0.0012 -0.0084
H 0.672 -2.476 -2.630 -0.0125 0.0046 0.0204
H 3.166 -1.127 -1.464 0.0032 -0.0091 0.0119
H 1.777 -0.299 -2.206 0.0191 -0.0287 -0.0029
H 2.830 -1.313 -3.183 0.0000 -0.0011 -0.0034
H 3.229 -3.686 -1.439 -0.0145 -0.0047 0.0003
H 2.684 -3.801 -3.105 -0.0067 0.0140 -0.0010
H 1.794 -4.631 -1.836 -0.0274 -0.0253 0.0046
H 4.156 -3.577 2.071 -0.0272 0.0130 -0.0068
H 5.667 -3.850 3.970 -0.0021 0.0029 0.0065
H 5.038 -3.055 6.221 -0.0060 0.0031 -0.0023
H 2.788 -2.039 6.576 0.0084 -0.0021 0.0105
H 0.819 -4.055 6.071 0.0007 -0.0051 0.0055
H -1.106 -5.636 6.130 0.0051 0.0066 -0.0030
H -3.121 -5.145 4.791 0.0073 -0.0001 0.0025
H -3.228 -3.169 3.359 0.0162 0.0254 -0.0138
H -0.025 -1.572 7.187 -0.0048 0.0067 0.0225
H -0.159 0.534 8.519 -0.0007 -0.0006 -0.0056
H 0.572 2.660 7.496 -0.0009 -0.0063 0.0000
H 1.328 2.747 5.183 0.0090 -0.0287 -0.0312
H 2.767 2.140 3.327 -0.0017 -0.0341 -0.0416
H 1.108 2.617 3.045 0.0155 -0.0056 -0.0063
H 3.877 1.005 -0.272 -0.0026 -0.0268 0.0127
H 4.739 2.531 2.243 0.0087 0.0044 0.0002
H 4.843 3.115 0.576 0.0063 -0.0107 -0.0138
H 5.840 1.771 1.108 -0.0048 -0.0174 -0.0078
H 4.096 0.075 2.641 0.0072 -0.0009 0.0068
H 5.030 -0.517 1.266 0.0029 -0.0034 0.0057
H 3.298 -0.844 1.390 -0.0310 -0.0364 -0.0256
H 0.781 3.592 0.528 0.0470 -0.0006 0.0032
H 3.556 4.442 1.497 -0.0441 0.0200 -0.0021
H 2.050 4.517 2.410 0.0132 -0.0188 0.0028
H 2.260 5.504 0.975 -0.0163 -0.0026 -0.0062
H 3.428 3.540 -1.008 0.0350 -0.0051 0.0176
H 2.028 4.544 -1.344 0.0052 -0.0029 -0.0069
H 1.937 2.795 -1.582 -0.0034 0.0197 0.0140
H -0.644 1.910 2.681 -0.0625 -0.0461 0.0546
H -3.225 3.383 1.996 -0.0212 -0.0242 0.0005
H -1.724 3.471 1.067 -0.0131 -0.0081 0.0272
H -1.773 4.037 2.738 -0.0070 0.0005 0.0013
H -3.388 1.652 3.998 0.0539 -0.0047 0.0289
H -1.966 2.454 4.651 0.0238 -0.0040 -0.0026
H -1.945 0.712 4.412 0.0320 0.0059 0.0142
N -0.556 2.058 -0.766 0.0833 0.1661 -0.2147
C -0.856 2.886 -1.521 -0.0198 -0.1559 0.1251
N -1.191 3.792 -2.381 -0.0292 0.1634 -0.1030
C -1.481 5.175 -1.972 -0.0777 -0.0145 0.0064
C -0.409 6.116 -2.510 0.0022 -0.0015 0.0046
C 0.048 5.687 -3.919 0.0833 -0.0226 -0.0279
C -0.983 4.792 -4.603 -0.0418 0.0227 -0.0427
C -1.171 3.490 -3.836 0.0037 -0.0987 0.0326
H -1.558 5.206 -0.885 0.0332 0.0059 -0.0019
H -2.464 5.430 -2.371 -0.0047 0.0031 0.0184
H 0.441 6.126 -1.828 0.0356 0.0207 0.0158
H -0.811 7.130 -2.519 -0.0334 -0.0122 -0.0215
H 0.996 5.141 -3.855 -0.0704 0.0099 0.0191
H 0.244 6.565 -4.532 0.0113 -0.0009 0.0000
H -0.669 4.544 -5.617 0.0057 -0.0057 0.0015
H -1.939 5.313 -4.701 0.0123 0.0330 0.0250
H -0.344 2.804 -4.020 0.0048 0.0095 -0.0095
H -2.092 2.974 -4.112 0.0060 0.0056 -0.0122
Se -1.490 -0.408 -4.576 0.0641 0.0139 0.2341
C -1.050 -0.358 -2.865 -0.0610 -0.0495 -0.2448
N -0.758 -0.331 -1.730 -0.0647 0.0142 -0.2326
```
Forces are in eV/Å.

Properties
LUMO energy (alpha / beta) = -2.58 / -2.33 eV
<S²> = 2.0879
HOMO-LUMO gap (alpha / beta) = 6.93 / 7.01 eV
charge = +1
energy above the lowest of the compared OMol25 structures with the same formula, charge and spin = 0.00 kcal/mol
2S+1 = 3
HOMO level (alpha / beta) = -9.5 / -9.3 eV

Results of the Mulliken charge analysis, in e, for atoms 1 through 8: 0.965, -1.559, 0.655, -1.245, 0.318, -2.054, 0.878, -0.295